(1)
The following is a DFT calculation (ωB97M-V/def2-TZVPD) of a 11-piece molecular cluster, C18H55O20 overall at a distorted geometry.

Structure (XYZ):
```
93
C18H55O20 | the OMol25 dataset | ωB97M-V/def2-TZVPD
O 0.7808 -0.5712 -0.7050
C 0.2094 0.6214 -0.5265
O -0.0635 0.9457 0.6124
O -0.0646 1.3699 -1.4919
H 0.9330 -0.8071 0.2131
C 0.6509 3.6663 5.0751
O -0.1602 2.5982 4.6297
H 0.3038 4.0862 6.0192
H 1.6982 3.3841 5.1828
H 0.6244 4.3926 4.2627
H 0.0688 2.3587 3.7287
C -2.2145 5.9679 -2.8775
O -2.5976 4.5957 -2.5699
H -1.7718 6.1554 -3.8558
H -3.1047 6.5839 -2.7507
H -1.5037 6.3211 -2.1304
H -1.8462 3.9994 -2.5317
C -3.0673 4.9193 1.8338
O -4.0952 5.2950 0.9066
H -3.4800 4.9239 2.8426
H -2.8158 3.8854 1.5971
H -2.1992 5.5762 1.7797
H -3.8534 4.9844 0.0311
C -2.2578 -4.3689 -0.9190
C -3.1438 -3.3809 -1.7535
O -4.0501 -2.6835 -0.8344
O -2.9038 -5.4588 -0.3517
H -1.7476 -3.9440 -0.0546
H -1.3540 -4.6818 -1.4416
H -3.7577 -3.9115 -2.4813
H -2.5365 -2.6871 -2.3348
H -3.6340 -2.2981 -0.0599
H -3.3376 -5.1898 0.4614
C 1.0427 -3.9711 3.0147
C 0.0301 -3.0273 3.6565
O -1.2041 -3.6438 3.9457
O 2.0323 -3.1827 2.3191
H 0.5438 -4.5589 2.2442
H 1.4326 -4.6501 3.7730
H -0.1832 -2.1061 3.1143
H 0.4609 -2.7740 4.6251
H -1.8809 -3.1992 3.4300
H 2.3462 -3.8158 1.6693
C 4.0722 2.1064 -3.9971
C 4.6611 1.7072 -2.6617
O 5.4488 0.4923 -2.8597
O 2.9528 2.9616 -3.8637
H 3.6199 1.2191 -4.4401
H 4.8375 2.4268 -4.7041
H 3.9300 1.5597 -1.8668
H 5.2450 2.5381 -2.2657
H 6.1631 0.7071 -3.4640
H 2.2591 2.5664 -3.3305
C -4.5989 0.0856 3.6126
C -5.1684 -0.6428 4.7995
O -6.0754 -1.6039 4.2648
O -3.7576 -0.7730 2.7771
H -4.0250 0.9186 4.0188
H -5.3634 0.4203 2.9115
H -5.5608 0.0701 5.5246
H -4.3828 -1.2106 5.2981
H -6.9040 -1.1208 4.2258
H -3.0711 -0.2341 2.3772
C 5.7377 0.6359 2.7935
C 6.1648 2.0190 3.4458
O 6.6730 1.8906 4.7609
O 4.6541 0.1027 3.4676
H 6.4764 -0.1633 2.8545
H 5.4861 0.9528 1.7814
H 5.2502 2.6111 3.4148
H 6.8461 2.5078 2.7493
H 6.1125 1.3146 5.2859
H 4.3389 -0.6890 3.0256
C -2.6253 0.4840 -5.7352
C -3.9140 0.6016 -4.8567
O -4.5110 1.8345 -5.0892
O -1.7015 1.5889 -5.4265
H -2.8897 0.7451 -6.7599
H -2.1938 -0.5163 -5.6989
H -3.5728 0.6482 -3.8226
H -4.6365 -0.2132 -4.9056
H -3.9794 2.4441 -4.5721
H -1.4127 1.5128 -4.5142
C 3.1839 -5.4386 -2.7700
C 3.0869 -4.1723 -3.7057
O 1.8619 -3.5992 -3.5398
O 3.4118 -5.0527 -1.4405
H 4.0050 -6.0941 -3.0601
H 2.2265 -5.9370 -2.9218
H 3.1564 -4.4623 -4.7541
H 3.9534 -3.5251 -3.5700
H 1.8445 -2.9947 -2.7942
H 4.3552 -4.9489 -1.2962
```

Results
* M: 591.6 g/mol
* HOMO level: -4.958 eV
* energy above the lowest of the compared OMol25 structures with the same formula, charge and spin: 0.0 kJ/mol
* net charge: -1
* gap between HOMO and LUMO: 6.998 eV
* largest force on an atom: 4.09 eV Å⁻¹



(2)
The following is a DFT calculation (ωB97M-V/def2-TZVPD) of one molecule with the formula C3H3ClS at a distorted geometry.

Structure (XYZ):
```
8
C3H3ClS | the OMol25 dataset | ωB97M-V/def2-TZVPD
C 2.1819 -0.5982 -0.8222
C 1.1632 -0.6534 -0.1934
C -1.1651 0.4529 0.6106
S -0.4296 -1.2614 0.6426
Cl -2.5348 0.6100 -0.5990
H 2.8868 -0.4828 -1.5444
H -0.5156 1.3314 0.2738
H -1.5870 0.6016 1.6320
```

Results
* M: 106.6 g/mol
* HOMO level: -9.496 eV
* energy above the lowest of the compared OMol25 structures with the same formula, charge and spin: 171.6 kJ/mol
* structure (SMILES): C#CSCCl
* gap between HOMO and LUMO: 9.764 eV
* largest force on an atom: 4.71 eV Å⁻¹



(3)
The following is a DFT calculation (ωB97M-V/def2-TZVPD) of a 5-piece molecular cluster, C3H17NO6 overall at a distorted geometry.

Structure (XYZ):
```
27
C3H17NO6 | the OMol25 dataset | ωB97M-V/def2-TZVPD
C 0.8525 2.3946 -1.6732
O 1.4256 1.3741 -2.5383
C 0.2604 1.6835 -0.4371
C -1.1736 1.0540 -0.6930
O -1.8752 1.0748 0.5225
N 1.3081 0.9653 0.2766
H 1.7264 2.9953 -1.3957
H 0.1359 2.9693 -2.3119
H 1.4919 0.5069 -2.1326
H -0.1123 2.6091 0.2332
H -1.1783 0.1241 -1.2711
H -1.7313 1.9742 -1.1996
H -1.5492 0.3597 1.0814
H 0.9790 0.0310 0.5257
H 2.1462 0.8410 -0.2875
H -1.8492 -1.3623 1.0641
H -1.8871 -2.7486 0.3449
O -2.2127 -1.8381 0.2970
H -0.2680 -2.1249 0.6465
H 0.2615 -2.0310 1.9788
O 0.3211 -2.6720 1.2333
H 1.0615 -2.6281 -0.5262
H 0.9489 -2.9894 -1.8342
O 0.6863 -2.2103 -1.3162
H 0.5531 0.4837 3.0768
H -0.1888 -0.7042 3.5550
O -0.1329 -0.1316 2.7811
```

Results
* M: 163.2 g/mol
* HOMO level: -9.226 eV
* energy above the lowest of the compared OMol25 structures with the same formula, charge and spin: 183.6 kJ/mol
* structure (SMILES): NC(CO)CO.O.O.O.O
* gap between HOMO and LUMO: 9.161 eV
* largest force on an atom: 4.04 eV Å⁻¹



(4)
The following is a DFT calculation (ωB97M-V/def2-TZVPD) of a 2-piece molecular cluster, C3H7OS overall at a distorted geometry.

Structure (XYZ):
```
12
C3H7OS | the OMol25 dataset | ωB97M-V/def2-TZVPD
C 3.0044 -0.8271 0.6964
S 1.5063 0.1799 1.1352
H 4.0265 -0.3520 0.9984
H 3.0454 -0.8454 -0.4141
H 3.0150 -1.8462 1.1990
C -3.0476 0.8584 -0.3520
C -1.7864 0.6516 -0.8331
O -1.0751 -0.5069 -0.3516
H -3.6221 1.8017 -0.5426
H -3.6231 0.1194 0.2657
H -1.3179 1.0784 -1.7533
H -0.1254 -0.3117 -0.0480
```

Results
* M: 91.2 g/mol
* HOMO level: -2.744 eV
* energy above the lowest of the compared OMol25 structures with the same formula, charge and spin: 157.0 kJ/mol
* net charge: -1
* gap between HOMO and LUMO: 6.792 eV
* largest force on an atom: 3.15 eV Å⁻¹



(5)
The following is a DFT calculation (ωB97M-V/def2-TZVPD) of one molecule with the formula C3H5N3O at a distorted geometry.

Structure (XYZ):
```
12
C3H5N3O | the OMol25 dataset | ωB97M-V/def2-TZVPD
C 0.2713 -0.2217 0.0084
C 2.4786 0.2624 0.0156
C -1.1782 -0.0239 -0.0708
N 1.1079 -1.5819 0.0634
N 1.1413 0.7888 0.0330
N 2.3210 -1.0622 -0.0325
O 3.4984 0.9582 -0.0336
H -1.5014 0.9695 -0.1696
H -1.6857 -0.3569 0.8397
H -1.6913 -0.6024 -0.9711
H 0.7254 1.7575 -0.1392
H 3.0111 -1.7587 -0.2532
```

Results
* M: 99.1 g/mol
* HOMO level (alpha / beta): -7.755 / -7.754 eV
* energy above the lowest of the compared OMol25 structures with the same formula, charge and spin: 250.1 kJ/mol
* structure (SMILES): Cc1n[nH]c(=O)[nH]1
* gap between HOMO and LUMO (alpha / beta): 8.338 / 8.337 eV
* largest force on an atom: 8.58 eV Å⁻¹



(6)
The following is a DFT calculation (ωB97M-V/def2-TZVPD) of a 5-piece molecular cluster, C16H36BNO17P overall at a distorted geometry.

Structure (XYZ):
```
72
C16H36BNO17P | the OMol25 dataset | ωB97M-V/def2-TZVPD
C -6.1853 -7.5017 -1.5589
C -5.1956 -6.8475 -2.6052
B -3.7737 -6.3663 -1.9728
O -3.5183 -6.4962 -0.5484
C -2.6741 -5.8026 -2.9787
C -1.2342 -5.8670 -2.3115
O -0.5209 -7.0835 -2.6127
O -0.5861 -7.2786 -4.0065
P -3.0531 -4.0512 -3.4374
N -2.3615 -2.9576 -2.5187
O -4.7165 -3.8018 -3.6169
O -2.4253 -3.8777 -5.0166
H -7.1359 -6.9088 -1.5650
H -6.4995 -8.5396 -1.8413
H -5.7892 -7.5642 -0.5254
H -5.7457 -6.0263 -3.1127
H -4.9749 -7.6033 -3.4008
H -2.8136 -7.1414 -0.4417
H -0.6403 -5.0114 -2.7626
H -1.2718 -5.6399 -1.2194
H -0.0596 -6.5527 -4.3909
H -1.9334 -3.4632 -1.7475
H -4.9986 -4.2033 -4.4462
H -2.7238 -4.6934 -5.4415
C -2.1643 0.1098 -0.6943
O -1.4276 0.7924 0.3323
C -0.8033 -0.0096 1.1940
O -0.8079 -1.2073 1.1813
O -0.1631 0.7651 2.0832
C 0.5580 0.0381 3.0758
H -2.6221 0.8687 -1.3270
H -1.5038 -0.5002 -1.3091
H -2.9542 -0.5021 -0.2607
H 1.3343 -0.5742 2.6165
H -0.1178 -0.5804 3.6670
H 1.0314 0.7654 3.7337
C 0.8157 4.8197 3.8768
O 1.5493 5.4916 4.9006
C 2.1632 4.6706 5.7547
O 2.1394 3.4719 5.7227
O 2.8099 5.4183 6.6541
C 3.5151 4.6619 7.6354
H 0.3598 5.5798 3.2453
H 1.4812 4.2111 3.2637
H 0.0234 4.2079 4.3084
H 4.2825 4.0446 7.1679
H 2.8274 4.0450 8.2142
H 3.9980 5.3694 8.3069
C -0.3252 4.0082 -0.5038
O -0.0077 4.5092 -1.8030
C 0.5876 3.6159 -2.5942
O 0.8569 2.4820 -2.3023
O 0.8331 4.2013 -3.7685
C 1.4732 3.3494 -4.7176
H -0.8031 4.8119 0.0536
H -1.0222 3.1736 -0.5703
H 0.5795 3.7107 0.0251
H 0.8443 2.4898 -4.9495
H 2.4462 3.0240 -4.3488
H 1.6213 3.9285 -5.6270
C 3.1656 2.3901 -0.2496
O 4.1421 3.4355 -0.1792
C 4.7875 3.5037 0.9846
O 4.6161 2.7873 1.9326
O 5.6616 4.5140 0.9146
C 6.4249 4.7022 2.1030
H 2.7064 2.4312 -1.2346
H 3.6361 1.4143 -0.1263
H 2.3889 2.5377 0.5009
H 7.0237 3.8174 2.3207
H 5.7747 4.9413 2.9451
H 7.0947 5.5425 1.9304
```

Results
* M: 556.2 g/mol
* HOMO level: -3.419 eV
* net charge: -1
* gap between HOMO and LUMO: 5.208 eV
* largest force on an atom: 3.24 eV Å⁻¹



(7)
The following is a DFT calculation (ωB97M-V/def2-TZVPD) of a 2-piece molecular cluster, C4H7NO2 overall.

Structure (XYZ):
```
14
C4H7NO2 | the OMol25 dataset | ωB97M-V/def2-TZVPD
C -1.1188 -1.4541 -0.2422
C -0.6905 -0.0989 -0.6145
N -0.3894 1.1401 0.1012
O -1.6801 1.7308 0.4681
C -0.4059 0.9201 -1.3412
C 2.4288 -0.1186 0.7486
O 2.0787 -1.2737 0.6760
H -2.0753 -1.3867 0.2861
H -1.2440 -2.0806 -1.1284
H -0.3723 -1.8998 0.4225
H -1.4624 2.1622 1.3065
H -0.2699 1.4951 -2.2416
H 3.5030 0.1574 0.7451
H 1.6981 0.7069 0.8137
```

Results
* M: 101.1 g/mol
* HOMO level: -8.951 eV
* energy above the lowest of the compared OMol25 structures with the same formula, charge and spin: 565.2 kJ/mol
* structure (SMILES): CC1=CN1O.C=O
* gap between HOMO and LUMO: 9.936 eV
* largest force on an atom: 0.54 eV Å⁻¹



(8)
The following is a DFT calculation (ωB97M-V/def2-TZVPD) of CH3CuLiO as an isolated structure at a distorted geometry.

Structure (XYZ):
```
7
CH3CuLiO | the OMol25 dataset | ωB97M-V/def2-TZVPD
O -0.7400 -0.4383 0.0135
C 0.3687 -0.7182 0.4997
Li -2.1185 1.0295 -1.1451
H 0.8397 -0.0469 1.2190
H 0.7962 -1.7101 0.3506
Cu 2.1699 0.2733 -1.0565
H -1.3158 1.6107 0.1189
```

Results
* 2S+1: 2
* M: 101.5 g/mol
* HOMO level (alpha / beta): -6.553 / -6.514 eV
* energy above the lowest of the compared OMol25 structures with the same formula, charge and spin: 108.2 kJ/mol
* gap between HOMO and LUMO (alpha / beta): 6.318 / 5.091 eV
* largest force on an atom: 2.63 eV Å⁻¹



> M of number 1 (C18H55O20)?

591.6 g/mol